No. 1
A molecular structure, C25H33AuO2Se at a distorted geometry. Source: the OMol25 dataset; level of theory: wB97M-V/def2-TZVPD.

Calculated values
* HOMO (spin up / spin down): -0.246 / -0.265 Ha
* strongest force on any atom: 1.69 eV Å⁻¹
* charge: 0
* orbital gap (spin up / spin down): 7.39 / 5.20 eV
* E_tot: -99588.2877 eV
* ΔE to the lowest compared entry with this formula, charge and spin: 0.0 kcal per mole
* E_LUMO (spin up / spin down): 0.7 / -2.0 eV
* M: 641.5 g mol⁻¹
* spin multiplicity: 3

Geometry as XYZ:
```
62
C25H33AuO2Se (wB97M-V/def2-TZVPD)
Au 0.08311 0.01896 2.73213
Se 1.34219 2.11205 3.38177
O 0.22451 -0.05266 -5.28406
O 0.39469 0.08609 -0.49449
C 0.75404 -2.78059 1.46638
C 1.68260 -1.71695 1.40134
C 0.30476 1.54289 -2.38189
C -2.65746 -0.88680 3.45228
C 0.98759 -1.98294 3.62653
C -0.23436 -0.65930 -1.54345
C -0.07842 0.68402 -7.30937
C 0.07808 -0.68552 -6.59216
C -1.87949 0.99652 2.29735
C 1.34662 -1.40167 -6.99737
C -0.02328 2.39454 7.27595
C 2.05487 1.06034 5.94783
C 0.75213 1.44608 7.95837
C 0.10125 1.25710 -5.90866
C -1.14350 -1.58170 -6.69411
C 0.21013 2.65314 5.92688
C 0.38378 1.48085 -0.86790
C -1.99618 0.37349 3.63071
C 1.20457 1.92863 5.23034
C 1.82008 0.81581 7.29976
C -0.57177 0.31606 -2.65962
C -2.48688 0.07994 1.35677
C 0.33213 -2.95517 2.80880
C -2.91953 -1.06494 2.06843
C 1.90246 -1.22594 2.75098
H 1.24338 -1.76954 -8.02820
H 2.19144 -0.70208 -6.95692
H -0.33656 -3.73493 3.17111
H 0.72247 0.89990 -8.01116
H -3.43998 -1.91961 1.62935
H 0.48821 -1.41643 -1.87924
H 1.25794 1.97531 -0.42544
H -0.51415 1.96481 -0.43614
H -2.98090 -1.55672 4.24836
H -2.66531 0.27989 0.30316
H -0.76679 1.79909 -5.52755
H 2.20909 -1.37310 0.51698
H 1.01776 1.83543 -5.76658
H -1.05732 0.83050 -7.75724
H -2.06061 -1.04477 -6.41167
H -0.34810 -0.13780 -3.61946
H -1.63530 2.04092 2.12809
H 2.88015 0.57646 5.42680
H 1.53390 -2.26542 -6.34254
H 0.53787 1.21079 9.00471
H -0.11695 2.46418 -2.77606
H -1.24752 -1.91663 -7.73856
H -1.13024 -1.18886 -1.17454
H 2.47365 0.13094 7.84528
H 0.46927 -3.41472 0.62581
H 2.73240 -0.60798 3.08768
H -0.37598 3.39369 5.38562
H -1.63502 0.58842 -2.59948
H 1.29534 1.36966 -2.80892
H 0.97352 -1.91688 4.71577
H -0.81304 2.94016 7.79473
H -1.84363 0.89749 4.56814
H -1.02767 -2.48450 -6.07143
```

=====

No. 2
4 unconnected molecules or ions with the total composition C25H33BBrF9O10. Source: the OMol25 dataset; level of theory: wB97M-V/def2-TZVPD.

Calculated values
* HOMO: -0.348 Ha
* strongest force on any atom: 0.88 eV Å⁻¹
* charge: 0
* SMILES string: CB(O)C1=C(C[C@@H](C)Br)C(=O)C(CCCO)=CC1=O.CCOC(=O)C(F)(F)F.CCOC(=O)C(F)(F)F.CCOC(=O)C(F)(F)F
* orbital gap: 8.77 eV
* E_tot: -142113.3877 eV
* E_LUMO: -0.7 eV
* M: 755.2 g mol⁻¹

Geometry as XYZ:
```
79
C25H33BBrF9O10 (wB97M-V/def2-TZVPD)
Br 5.32597 0.62630 1.41324
F -1.81491 2.82264 -1.02289
F -3.93526 -1.79612 1.86997
F -2.98580 3.10153 -2.81914
F 5.33592 5.47156 -4.46071
F -3.26132 -3.58055 0.85222
F 6.90757 5.95306 -3.04639
F -3.10571 -3.43607 3.00985
F 5.35738 7.40014 -3.48169
F -1.59355 4.63479 -2.19410
O -6.23512 -3.08170 2.40608
O -4.69113 4.58176 -1.35583
O 4.19487 6.23285 -1.35950
O 1.21878 -3.47007 2.92774
O -0.38326 -2.15302 -1.39659
O 2.05823 0.87348 0.83149
O -3.09674 4.77668 0.23145
O -5.21134 -5.03757 1.93047
O 4.39271 -4.17400 1.52865
O 4.81245 4.21988 -2.17440
C -4.92910 4.48351 1.81999
C 1.70686 -0.28350 0.81315
C 5.60319 6.10555 -3.31371
C 0.08236 -1.84908 1.63710
C -3.86749 -3.12271 1.95782
C 3.83056 -1.10751 -0.36506
C -0.78964 0.28365 0.61774
C 2.61034 3.46545 -1.41889
C 4.09206 3.53477 -1.12399
C 0.28521 -0.67128 1.04065
C -2.47362 3.72380 -1.76201
C -4.01245 5.45859 1.11535
C 6.32161 -1.02266 -0.67589
C 2.90394 -4.78627 -0.46670
C -1.45055 -0.05337 -0.73266
C 2.65796 -1.40613 0.53222
C -3.58428 4.40871 -0.94155
C -6.45208 -5.76133 2.08166
C 4.76150 5.54023 -2.15128
C 2.41501 -2.61060 1.07265
C -7.31800 -5.63829 0.84786
C -5.27428 -3.73076 2.12024
C 5.18917 -1.01316 0.35151
C 1.23174 -2.71579 1.97780
C -1.62658 -1.52544 -1.04863
B 3.29840 -3.87747 0.76477
H -0.44121 -2.47390 -2.29925
H -2.10652 -2.07891 -0.24009
H -1.52743 0.39684 1.41204
H 3.95240 -1.90230 -1.10631
H -5.55435 5.01401 2.53711
H 5.01544 -4.69735 1.00918
H -6.77031 -5.96706 -0.03570
H 2.63695 -5.79271 -0.14127
H -0.31390 1.26074 0.51127
H 2.11228 2.87512 -0.64939
H -0.93132 0.41325 -1.56915
H -5.57769 3.96929 1.11205
H 3.70122 -4.83346 -1.21464
H -6.15392 -6.79428 2.24378
H 6.60863 -2.04486 -0.92717
H -2.45632 0.37349 -0.71767
H -4.34690 3.73087 2.35238
H -4.57032 6.20573 0.55251
H 4.51998 2.53584 -1.08857
H -0.91219 -2.21152 1.86913
H -2.30673 -1.61010 -1.90245
H -7.63088 -4.60768 0.68631
H 4.29157 4.01632 -0.16820
H 2.43712 3.00024 -2.39069
H -3.37685 5.97683 1.82928
H 7.20392 -0.52912 -0.27404
H 2.03228 -4.37138 -0.97830
H 2.16331 4.45887 -1.43949
H 5.30886 -1.81676 1.07199
H -6.96760 -5.41267 2.97540
H 3.65837 -0.14677 -0.85188
H -8.20897 -6.25537 0.95727
H 6.00955 -0.47575 -1.56545
```

=====

No. 3
4 unconnected molecules or ions with the total composition C25H33Br2F3N2O10S3 at a distorted geometry. Source: the OMol25 dataset; level of theory: wB97M-V/def2-TZVPD.

Calculated values
* HOMO: -0.358 Ha
* strongest force on any atom: 1.81 eV Å⁻¹
* charge: 0
* SMILES string: O=NOCN1C(=O)c2ccc(CC[C@](F)(Br)C(F)(F)Br)cc2C1=O.O=S1(=O)CCCC1.O=S1(=O)CCCC1.O=S1(=O)CCCC1
* orbital gap: 9.21 eV
* E_tot: -230654.3754 eV
* E_LUMO: -0.5 eV
* M: 834.5 g mol⁻¹

Geometry as XYZ:
```
78
C25H33Br2F3N2O10S3 (wB97M-V/def2-TZVPD)
Br -3.11873 2.60495 2.24811
Br -3.36606 1.62991 -0.98729
S -1.57107 0.76708 -4.60353
S -1.77321 -4.93099 -4.27878
S -1.73127 3.93371 5.61173
F -0.99288 2.89845 0.64092
F -1.09936 0.33032 -0.47178
F -2.72626 -0.15917 0.90976
O 5.98741 1.48070 3.47370
O -0.77357 -5.52181 -5.12967
O -2.81160 3.19548 6.21152
O -0.81785 3.30643 4.68870
O 4.72935 -3.00903 1.31786
O -2.82151 0.65806 -3.89412
O 6.15418 -0.31752 2.30064
O 5.42195 -0.12078 -1.92038
O -2.30067 -3.61304 -4.53986
O -1.02870 2.05635 -4.95511
N 5.50362 0.95643 2.56634
N 5.70153 -1.26666 0.11699
C -2.36458 5.44347 4.86851
C -1.62133 -0.25681 -6.07129
C -1.54846 1.85580 1.30016
C -0.76974 4.73517 6.89173
C -0.30246 -0.18048 -3.75144
C 0.05923 -0.06857 2.10695
C 3.69358 -0.11548 -0.22653
C 6.53773 -0.35086 0.93970
C -0.50475 6.13412 6.34476
C 2.75589 0.86980 -0.49269
C -3.10398 -6.54208 -2.62148
C -2.09167 0.83083 0.27521
C 0.02307 -1.37167 -4.66130
C -2.45372 -5.42386 -1.79515
C -1.21777 -4.99218 -2.57835
C -0.61205 1.28175 2.38085
C 3.44815 -1.02470 0.78362
C 1.58276 0.89191 0.26275
C -3.15124 -6.06733 -4.07994
C 5.00855 -0.42856 -0.85384
C 2.28723 -1.02234 1.53350
C 4.64112 -1.92843 0.84202
C 1.31745 -0.04457 1.26303
C -1.82889 6.59855 5.72420
C -0.25956 -0.94221 -6.10436
H -0.69041 -0.49171 -2.78624
H 0.86307 1.65893 0.02467
H 6.47315 0.65731 0.52516
H -0.25782 -1.79112 -6.78638
H 0.55910 0.47063 -3.61124
H -2.19165 -5.76023 -0.79337
H 1.05723 -1.69119 -4.53046
H -0.61797 -2.21385 -4.40815
H 0.13382 4.15938 7.07728
H 0.36553 -0.45804 3.07587
H -0.83524 -4.01625 -2.28698
H -3.45053 5.40111 4.86431
H -3.03355 -6.88584 -4.78508
H 0.27015 6.09269 5.57629
H -0.42745 -5.73967 -2.51848
H -2.54115 6.83038 6.51841
H -4.06528 -5.51808 -4.29672
H 7.57875 -0.64426 0.86841
H 0.50505 -0.23733 -6.43988
H -0.62914 -0.81307 1.71570
H -1.99191 5.48860 3.84697
H -3.14536 -4.58420 -1.69875
H -2.49901 -7.44779 -2.54807
H -1.38473 4.76903 7.79048
H -1.16963 1.22307 3.30314
H -1.81682 0.36882 -6.93919
H 2.15387 -1.76013 2.31216
H -4.10107 -6.78464 -2.25789
H -2.42516 -0.98030 -5.93737
H -0.16525 6.80973 7.12823
H 2.93641 1.59576 -1.27243
H 0.15401 2.03239 2.55647
H -1.70089 7.49970 5.12679
```

=====

No. 4
A molecular structure, C25H33Br2KN7SSe2. Source: the OMol25 dataset; level of theory: wB97M-V/def2-TZVPD.

Calculated values
* HOMO: -0.172 Ha
* strongest force on any atom: 0.50 eV Å⁻¹
* charge: -1
* orbital gap: 7.02 eV
* E_tot: -334834.3541 eV
* ΔE to the lowest compared entry with this formula, charge and spin: 0.0 kcal per mole
* E_LUMO: 2.3 eV
* M: 820.5 g mol⁻¹

Geometry as XYZ:
```
71
C25H33Br2KN7SSe2 (wB97M-V/def2-TZVPD)
Br -0.81097 -3.00762 -1.58306
Br -3.45459 -4.43186 -0.44222
Se 0.38221 2.10079 -0.38885
Se -3.22237 -0.10864 -3.24622
K -2.25184 -0.11336 -0.16288
S -0.20148 -1.48615 1.94661
N 2.35022 0.10975 0.22074
N -5.05921 1.95204 -2.06635
N -2.83996 -0.18075 2.45684
N -4.70857 -0.78535 0.55170
N 0.20854 -0.09427 4.15793
N 1.49048 -0.13534 -1.77715
N -1.90279 0.13176 3.40046
C 4.33952 -2.89209 -0.68662
C 2.86262 -2.15626 -2.46579
C 3.91365 2.69195 0.97724
C -6.45526 -0.13301 2.03408
C -0.73113 -0.41763 3.19404
C 0.72682 0.11955 -2.99685
C 2.60891 0.57462 1.57393
C -1.61538 -3.95712 -0.10717
C 2.97388 -0.98854 -0.34761
C -7.40311 -0.41954 1.06355
C -6.98572 -0.88352 -0.16775
C -4.53470 0.48344 4.11535
C 2.76329 1.09321 -4.26386
C 2.44208 -1.13549 -1.62620
C -5.62352 -1.04678 -0.37345
C 1.29510 1.23850 -3.86006
C 3.08932 3.73303 1.72324
C -5.10118 -0.32701 1.74723
C -4.06604 -0.00265 2.77032
C 3.82564 -3.02670 -1.97643
C 1.45959 0.63947 -0.65389
C -4.33984 1.15995 -2.52282
C 3.76279 1.57076 -3.21205
C 3.91846 -1.87153 0.15330
C 3.92581 1.33279 1.67021
H 3.49838 2.57315 -2.86420
H 2.45343 -2.27896 -3.46055
H 4.94318 3.04530 0.86936
H -6.76289 0.24634 2.99650
H 3.80412 0.91962 -2.33637
H 4.16644 1.46352 2.73167
H 2.04136 3.43423 1.78869
H -5.22416 -0.23617 4.56595
H 1.14484 2.18721 -3.34095
H 1.75047 1.17831 1.86596
H 4.71964 0.70473 1.25261
H -1.05642 -4.86792 0.03844
H 3.11563 4.69582 1.20883
H 5.07732 -3.60185 -0.33224
H -5.06775 1.43528 4.02990
H 3.52464 2.57566 -0.03894
H 2.60659 -0.31362 2.20646
H 1.16673 -0.23879 3.89318
H 4.17516 -3.83764 -2.60353
H 4.77287 1.61878 -3.62587
H -0.00704 0.73062 4.69590
H -3.67863 0.61698 4.76881
H -8.45564 -0.26550 1.26959
H -7.68215 -1.08860 -0.96962
H 0.70914 -0.81998 -3.55206
H -1.57107 -3.29537 0.75053
H 4.30895 -1.77239 1.15781
H -5.24021 -1.37344 -1.33713
H 0.66584 1.27364 -4.75390
H 2.92380 1.67735 -5.17453
H -0.30154 0.34740 -2.72304
H 2.97385 0.05307 -4.54358
H 3.47387 3.88282 2.73685
```